1.
Formula: C3H10O3S2
Source: the OMol25 dataset
Level of theory: the ωB97M-V functional and the def2-TZVPD basis

XYZ file:
```
18
Properties=species:S:1:pos:R:3:forces:R:3
S 1.00414 -2.50926 -1.51270 -0.601 0.087 -0.477
S 2.54960 -1.37642 -0.79351 0.021 0.786 0.618
O -2.09360 -1.15534 1.71916 3.047 -0.820 -1.506
O -0.57902 2.81400 1.57782 -2.224 -1.311 2.974
O 1.57377 2.00545 0.05780 -3.239 -0.661 1.024
C -0.89515 -0.71392 -0.25905 3.351 0.656 0.887
C -1.03078 -1.36735 1.06714 -4.350 1.034 2.682
C -0.66622 -1.63491 -1.39819 2.193 -1.983 2.514
H 0.00564 -0.00808 -0.06501 -0.903 -0.981 -0.768
H -0.24543 -1.95339 1.59952 -0.048 0.235 -0.907
H -1.66901 -0.07584 -0.58345 -1.467 0.648 0.542
H 2.62629 -0.14430 -1.41991 -0.484 -1.002 -0.192
H -0.71411 -1.14142 -2.26441 -0.393 1.943 -3.358
H -0.71896 1.86271 1.37087 0.385 0.753 -0.211
H -1.09717 2.80061 2.48967 1.665 0.573 -2.727
H 0.95657 2.76729 0.09700 0.871 -0.520 0.066
H -1.38512 -2.43093 -1.39567 -0.293 -0.608 -0.046
H 2.37857 2.26110 -0.28708 2.468 1.171 -1.116
```
Forces are in eV/Å.

Properties
LUMO level = 0.0098 Eh
Energy relative to the best compared isomer or geometry (same formula, charge and spin) = 1.609 eV
HOMO level = -8.80 eV
E_tot = -31084.56585 eV
Multiplicity = 1
Frontier orbital gap = 9.1 eV



2.
Formula: C3H10O4
Source: the OMol25 dataset
Level of theory: the ωB97M-V functional and the def2-TZVPD basis

XYZ file:
```
17
Properties=species:S:1:pos:R:3:forces:R:3
O -1.77881 1.88616 1.45061 0.232 -0.364 -0.288
O -1.91186 4.73630 -5.36424 -0.198 -0.252 0.184
O 0.72147 -0.69725 -0.31024 0.000 -0.137 0.307
O 3.25573 -2.98234 1.95533 -0.131 -0.181 0.156
C -0.87910 1.15478 1.08691 -0.703 1.027 1.015
C -0.92772 -0.31397 1.42083 -0.613 -0.312 -0.164
C 0.27836 -1.12803 0.98904 0.079 -0.165 -0.456
H 3.47727 -3.61901 1.26628 -0.022 0.070 0.090
H 0.06606 -2.19821 0.92991 -0.211 0.022 0.254
H -0.03548 1.64046 0.57703 0.276 -0.581 -0.189
H -1.87575 -0.66876 0.99014 0.324 -0.074 -0.520
H -2.26712 3.93250 -4.95558 0.178 0.310 -0.180
H -1.20269 -0.43008 2.47128 0.549 0.216 0.252
H 1.11411 -1.04191 1.68386 0.044 0.281 -0.157
H 0.21748 -1.19621 -0.95893 0.045 0.076 -0.068
H 2.94541 -3.51389 2.70160 0.129 0.117 -0.231
H -1.19737 4.43944 -5.93382 0.020 -0.055 -0.004
```
Forces are in eV/Å.

Properties
LUMO level = 0.0200 Eh
Energy relative to the best compared isomer or geometry (same formula, charge and spin) = 1.679 eV
HOMO level = -9.60 eV
E_tot = -11462.07132 eV
Multiplicity = 1
Frontier orbital gap = 10.1 eV